## a
Here is a cluster of 2 separate species, C3H9NS in total from the Open Molecules 2025 dataset. Energies are from wB97M-V/def2-TZVPD.

Summary:
SMILES string: C/C=C/N.S
Frontier orbital gap: 0.3215 Eh
M: 91.179 g/mol
Total charge: 0

Cartesian coordinates (Å):
1 S 0.015 -1.238 -1.929
2 N 1.249 -0.644 1.217
3 C 0.379 0.323 0.637
4 C -0.462 1.013 1.405
5 C -1.162 2.269 0.984
6 H 1.732 -1.167 0.495
7 H -0.736 -0.744 -0.519
8 H -0.646 3.166 1.335
9 H 0.611 0.464 -0.389
10 H -2.158 2.276 1.429
11 H -0.206 -2.334 -1.189
12 H 0.748 -1.302 1.793
13 H -1.218 2.361 -0.100
14 H -0.527 0.745 2.455

## b
Here is the molecule C3H9NS from the Open Molecules 2025 dataset. Energies are from wB97M-V/def2-TZVPD.

Summary:
SMILES string: CNCCS
Frontier orbital gap: 0.3484 Eh
M: 91.179 g/mol
Total charge: 0

Cartesian coordinates (Å):
1 S -2.594 0.222 -1.699
2 N 0.710 -0.319 0.766
3 C -1.663 -0.506 -0.252
4 C 2.074 0.098 0.687
5 C -0.193 -0.039 -0.348
6 H -0.095 1.006 -0.696
7 H 0.256 -0.217 1.658
8 H -2.426 1.463 -1.231
9 H 2.164 1.149 1.013
10 H 2.549 0.060 -0.286
11 H 0.147 -0.671 -1.180
12 H -2.077 -0.205 0.708
13 H -1.627 -1.571 -0.453
14 H 2.775 -0.470 1.312

Which of them is most stable? Easy: b.

## a
Here is a cluster of 3 separate species, C3H9NS in total from the Open Molecules 2025 dataset. Energies are from wB97M-V/def2-TZVPD.

Summary:
Frontier orbital gap: 0.1666 Eh
M: 91.179 g/mol
Total charge: 0

Cartesian coordinates (Å):
1 S 3.267 -1.097 1.722
2 N 1.592 0.799 -0.995
3 C -2.087 0.175 -0.168
4 C -0.661 -0.023 -0.540
5 C 0.299 0.885 -0.371
6 H 0.880 -1.529 1.259
7 H 0.067 1.825 0.126
8 H 2.075 -0.077 -0.732
9 H -2.381 1.224 -0.027
10 H -2.717 -0.160 -1.012
11 H 0.340 -2.009 1.445
12 H -0.362 -0.935 -1.064
13 H -2.447 -0.426 0.668
14 H 2.134 1.348 -0.312

## b
Here is the molecule C3H9NS from the Open Molecules 2025 dataset. Energies are from wB97M-V/def2-TZVPD.

Summary:
SMILES string: NCCCS
Frontier orbital gap: 0.3708 Eh
M: 91.179 g/mol
Total charge: 0

Cartesian coordinates (Å):
1 S -2.075 0.929 1.769
2 N 0.822 -0.176 -2.158
3 C -0.587 -0.066 1.368
4 C 0.234 0.467 0.179
5 C 0.647 -0.650 -0.780
6 H -0.094 -1.454 -0.749
7 H -0.072 0.048 -2.569
8 H 1.586 -1.089 -0.437
9 H -0.076 0.010 2.329
10 H 1.059 1.067 0.549
11 H 1.213 -0.952 -2.700
12 H -0.824 -1.121 1.281
13 H -0.477 1.069 -0.394
14 H -1.355 1.918 2.312

Which of them is most stable? Easy: b.

## a
Here is the molecule CH3F2OP from the Open Molecules 2025 dataset. Energies are from wB97M-V/def2-TZVPD.

Summary:
SMILES string: OPC(F)F
Frontier orbital gap: 0.3857 Eh
M: 100.004 g/mol
Total charge: 0

Cartesian coordinates (Å):
1 P -0.978 -0.586 -0.187
2 F -1.269 -0.511 2.555
3 F 0.020 0.939 1.840
4 O 0.035 0.597 -0.825
5 C -0.326 -0.320 1.627
6 H 0.541 -1.054 1.926
7 H -2.023 0.414 0.272
8 H 0.036 0.735 -1.799

## b
Here is the molecule CH3F2OP from the Open Molecules 2025 dataset. Energies are from wB97M-V/def2-TZVPD.

Summary:
SMILES string: COP(F)F
Frontier orbital gap: 0.3985 Eh
M: 100.004 g/mol
Total charge: 0

Cartesian coordinates (Å):
1 P 1.393 0.614 -0.654
2 F 2.158 1.524 0.466
3 F 1.943 -0.825 -0.044
4 O -0.200 0.643 0.340
5 C -1.158 -0.343 0.017
6 H -1.937 0.132 -0.635
7 H -0.537 -1.160 -0.532
8 H -1.662 -0.586 1.042

Which of them is most stable? Easy: b.

## a
Here is a cluster of 2 separate species, C2H11N5 in total from the Open Molecules 2025 dataset. Energies are from wB97M-V/def2-TZVPD.

Summary:
SMILES string: NN=C(N)N.CN
Frontier orbital gap: 0.3222 Eh
M: 105.145 g/mol
Total charge: 0

Cartesian coordinates (Å):
1 N 0.165 -0.310 2.485
2 N -2.104 -1.126 1.276
3 N 0.130 -0.389 1.064
4 N 1.324 0.249 -1.415
5 N -1.005 -1.048 -0.811
6 C 1.290 1.674 -1.719
7 C -0.944 -0.890 0.544
8 H 2.184 -0.169 -1.754
9 H -1.929 -0.940 -1.203
10 H -2.750 -1.764 0.836
11 H 1.334 1.821 -2.799
12 H 1.263 0.101 -0.380
13 H 0.348 2.078 -1.350
14 H -1.910 -1.344 2.244
15 H -0.139 -0.561 -1.306
16 H -0.474 0.411 2.815
17 H 1.111 -0.035 2.730
18 H 2.107 2.241 -1.258

## b
Here is a cluster of 2 separate species, C2H11N5 in total from the Open Molecules 2025 dataset. Energies are from wB97M-V/def2-TZVPD.

Summary:
SMILES string: [H]/N=N/C.CN(N)N
Frontier orbital gap: 0.2969 Eh
M: 105.145 g/mol
Total charge: 0

Cartesian coordinates (Å):
1 N 2.191 -0.112 -0.363
2 N -0.180 -0.930 -0.984
3 N 0.547 1.555 -0.006
4 N -1.379 -0.903 -0.456
5 N 0.981 0.221 0.243
6 C -2.224 0.093 -1.072
7 C 0.570 -0.485 1.783
8 H 1.576 -0.439 2.192
9 H -2.006 0.250 -2.135
10 H -3.266 -0.212 -0.974
11 H 0.968 2.161 0.695
12 H 0.214 -1.856 -0.790
13 H -2.102 1.066 -0.570
14 H -0.441 1.585 0.241
15 H 2.074 -1.065 -0.719
16 H 0.247 -1.525 1.752
17 H 2.392 0.487 -1.159
18 H -0.161 0.109 2.321

Which of them is most stable? Easy: a.